1:
This record from the OMol25 dataset describes a molecular structure, C32H48FN9O5Zr. The level of theory is the ωB97M-V functional and the def2-TZVPD basis.

Output
Gap between HOMO and LUMO = 5.315 eV
Total charge = +4
HOMO = -0.5673 Ha

Element x y z (Å)
Zr 1.20301 -0.57557 0.56170
C -3.46174 5.67971 1.05511
C -2.22265 5.54453 0.18929
N -1.78825 4.12322 0.05218
C -0.81760 3.69236 0.84859
C -0.34189 2.39510 0.81819
C 0.71774 1.97550 1.79415
O 0.67885 2.24201 2.95986
O 1.66309 1.20165 1.23011
C -0.92311 1.47882 -0.05089
O -0.52820 0.20414 -0.05575
C -1.97249 1.91493 -0.90002
C -2.62470 1.04164 -1.79966
C -3.63918 1.49470 -2.57280
F -4.27123 0.63409 -3.37404
C -4.10476 2.84596 -2.53656
C -3.45683 3.70209 -1.65875
C -2.40977 3.25633 -0.83407
N -5.17160 3.24725 -3.31306
C -5.80721 4.52843 -3.03683
C -7.28018 4.51308 -3.43041
N -7.47350 3.96225 -4.83674
C -6.16729 3.68335 -5.52434
C -5.35907 2.71799 -4.67841
H -3.73392 6.73236 1.12012
H -3.27189 5.32095 2.06644
H -4.31218 5.12919 0.65350
H -1.38038 6.07510 0.62693
H -2.35222 5.94681 -0.81301
H -0.40083 4.41409 1.53964
H -2.34455 -0.00054 -1.85691
H -3.75250 4.73684 -1.62289
H -5.28613 5.36760 -3.51069
H -5.79539 4.70645 -1.96228
H -7.68469 5.52231 -3.41124
H -7.86453 3.88828 -2.76005
H -8.03624 4.60709 -5.39605
H -8.01227 3.09476 -4.79041
H -5.67283 4.63950 -5.67945
H -6.38606 3.24491 -6.49592
H -4.39729 2.58338 -5.17689
H -5.85536 1.74716 -4.65696
C -0.81096 -2.56315 3.72888
C -0.11357 -1.27210 3.51352
N -0.03612 -0.36793 4.44631
O 0.42749 -1.01868 2.37184
H -1.05446 -2.72841 4.77555
H -0.18669 -3.37708 3.36142
H -1.73611 -2.55372 3.14774
H -0.42898 -0.53338 5.36279
H 0.41726 0.52575 4.26112
C 4.27669 -0.63651 -4.06957
N 3.11212 -0.77585 -3.17857
C 2.02368 -1.66136 -3.60589
C 3.03816 -0.10872 -2.07257
O 2.03405 -0.15791 -1.28460
H 3.94725 -0.22757 -5.02267
H 4.72021 -1.61709 -4.22902
H 5.00717 0.02994 -3.61906
H 2.29309 -2.09395 -4.56419
H 1.10128 -1.09350 -3.71242
H 1.88520 -2.45939 -2.87774
H 3.87359 0.54176 -1.81826
N 4.00378 -1.68876 0.45088
C 3.31265 -2.75462 -0.12355
C 3.85805 -3.79190 -0.87533
C 3.02201 -4.80527 -1.30292
C 1.66009 -4.77417 -0.98278
C 1.18589 -3.69463 -0.28324
N 1.99117 -2.68019 0.11157
H 5.01060 -1.71956 0.33335
H 3.82460 -1.77892 1.47176
H 4.92344 -3.82404 -1.06276
H 3.42766 -5.63810 -1.86320
H 0.99330 -5.57165 -1.27656
H 0.13376 -3.61417 -0.03005
C 3.07648 -2.42518 4.40302
C 3.52184 -3.37368 5.55133
N 4.43623 -4.37949 5.03103
C 5.59114 -3.71815 4.43258
C 5.12552 -2.85182 3.22890
N 3.64395 -2.87134 3.11434
C 3.22262 -4.27034 2.89058
C 3.76137 -5.18518 4.02433
H 3.39632 -1.39527 4.57667
H 1.98528 -2.43066 4.30360
H 2.66657 -3.88393 5.99665
H 4.02257 -2.81874 6.34424
H 6.30841 -4.47535 4.11764
H 6.07395 -3.10564 5.19337
H 5.53713 -3.24386 2.29307
H 5.44894 -1.81349 3.33472
H 3.59236 -4.59085 1.91213
H 2.12836 -4.28796 2.85362
H 4.47055 -5.91597 3.63541
H 2.95087 -5.73808 4.50026

2:
This record from the OMol25 dataset describes a molecular structure, C32H48FN9O5Zr. The level of theory is the ωB97M-V functional and the def2-TZVPD basis.

Output
Gap between HOMO and LUMO = 6.742 eV
Total charge = +4
HOMO = -0.6098 Ha

Element x y z (Å)
Zr 0.94304 1.11886 1.91505
C 1.48182 -4.45259 -3.70762
C 0.68263 -4.61945 -2.42784
N 0.36675 -3.31576 -1.78420
C 1.15218 -2.90728 -0.78299
C 0.94514 -1.71423 -0.15418
C 1.65297 -1.01740 0.93826
O 1.15509 -1.04518 2.11092
O 2.38378 -0.02985 0.64225
C -0.11881 -0.85455 -0.50710
O -0.29702 0.24350 0.15157
C -0.93582 -1.28028 -1.60216
C -1.99320 -0.48170 -2.08693
C -2.73721 -0.90291 -3.13864
F -3.69110 -0.10124 -3.62521
C -2.51340 -2.14998 -3.78674
C -1.47799 -2.93058 -3.31250
C -0.67164 -2.51441 -2.23352
N -3.28072 -2.49140 -4.90083
C -2.81152 -3.55658 -5.77258
C -3.42539 -3.40848 -7.15613
N -4.92686 -3.39398 -7.06390
C -5.40354 -2.32798 -6.11301
C -4.73868 -2.52194 -4.76409
H 1.68047 -5.43315 -4.13815
H 2.44154 -3.97661 -3.50744
H 0.95395 -3.85329 -4.44940
H 1.24446 -5.19319 -1.69405
H -0.25290 -5.15404 -2.57818
H 1.95494 -3.57528 -0.50113
H -2.18324 0.48961 -1.65193
H -1.28731 -3.88298 -3.77873
H -3.03452 -4.55427 -5.36530
H -1.73242 -3.48221 -5.90240
H -3.13427 -4.22946 -7.80827
H -3.13497 -2.46318 -7.61126
H -5.26750 -4.30942 -6.75660
H -5.32848 -3.23932 -7.99220
H -6.48650 -2.40281 -6.03829
H -5.13286 -1.37062 -6.55502
H -5.05841 -3.47720 -4.32259
H -5.08364 -1.72944 -4.10827
C -0.41476 -1.32296 4.75424
C -0.15731 0.13904 4.87976
N -0.28388 0.71512 6.05286
O 0.18185 0.84278 3.87802
H -0.80861 -1.75111 5.67209
H 0.51772 -1.82288 4.49128
H -1.11358 -1.49537 3.93676
H -0.56231 0.18765 6.86741
H -0.11779 1.70510 6.16409
C -2.90668 4.11950 1.93402
N -3.14587 2.71909 1.57452
C -4.53004 2.31859 1.30453
C -2.16994 1.85962 1.53863
O -0.97372 2.16667 1.82794
H -3.76550 4.70758 1.62463
H -2.02135 4.48618 1.41927
H -2.78111 4.21821 3.01207
H -4.90991 2.87682 0.45099
H -5.14560 2.53581 2.17566
H -4.57124 1.25256 1.09489
H -2.42243 0.84097 1.24546
N 1.20361 3.54594 2.35648
C 1.61828 3.78025 0.99365
C 2.00591 4.97973 0.44310
C 2.43045 4.95687 -0.88207
C 2.44423 3.75678 -1.58363
C 2.03413 2.60177 -0.94842
N 1.62877 2.62548 0.32823
H 1.84345 3.98194 3.01310
H 0.27363 3.91998 2.53148
H 1.99180 5.89530 1.01901
H 2.75621 5.87192 -1.35935
H 2.77923 3.71870 -2.61023
H 2.04021 1.63613 -1.43462
C 3.62101 -0.12438 3.42865
C 4.85461 -0.00770 4.35722
N 5.32067 1.37073 4.39678
C 4.33382 2.18106 5.09163
C 2.92346 1.86933 4.53792
N 3.03210 1.24260 3.17546
C 4.06015 2.01168 2.38852
C 5.45844 1.85659 3.03299
H 2.84890 -0.75209 3.86995
H 3.89606 -0.53965 2.46206
H 5.65479 -0.65231 3.99512
H 4.61651 -0.32464 5.37287
H 4.58965 3.23316 4.96023
H 4.36766 1.97018 6.16047
H 2.30078 2.76164 4.49767
H 2.41284 1.14817 5.17461
H 3.76209 3.06127 2.38599
H 4.05007 1.64935 1.36154
H 5.97763 2.81476 3.03449
H 6.07207 1.15275 2.47128

The structure with the least stability is 1.

1:
This record from the OMol25 dataset describes a single C3H5ClO molecule. The level of theory is the ωB97M-V functional and the def2-TZVPD basis.

Output
Gap between HOMO and LUMO = 9.302 eV
Total charge = 0
HOMO = -0.3120 Ha
SMILES = CO/C=C\Cl

Element x y z (Å)
C -0.65886 0.73453 1.22878
O 0.65025 0.59225 0.40649
C 0.97463 -0.17328 -0.61254
C 0.29409 -1.04867 -1.40991
Cl -1.37846 -0.84584 -1.30802
H -0.39648 1.84722 1.63159
H -1.57848 0.99392 0.49149
H -0.88245 -0.05078 2.22485
H 2.20838 -0.28676 -0.44217
H 0.76738 -1.76258 -2.21055

2:
This record from the OMol25 dataset describes a single C3H5ClO molecule. The level of theory is the ωB97M-V functional and the def2-TZVPD basis.

Output
Gap between HOMO and LUMO = 10.673 eV
Total charge = 0
HOMO = -0.3584 Ha
SMILES = OC/C=C/Cl

Element x y z (Å)
O -2.87609 -0.39540 -0.24489
C -1.80371 0.43516 0.18756
C -0.41604 -0.07870 0.10361
C 0.69220 0.48359 -0.12545
Cl 2.27070 -0.18195 0.00300
H -2.74319 -1.22199 0.18976
H -2.03420 1.39570 -0.22666
H -1.97291 0.70155 1.24102
H -0.30349 -1.17101 0.27044
H 0.62591 1.51176 -0.56082

The structure with the least stability is 1.

1:
This record from the OMol25 dataset describes 2 unconnected molecules or ions with the total composition CH7N2S. The level of theory is the ωB97M-V functional and the def2-TZVPD basis.

Output
Gap between HOMO and LUMO = 7.403 eV
Total charge = -1
HOMO = -0.1074 Ha

Element x y z (Å)
S -2.21643 0.93122 1.27121
H -2.71098 1.95059 0.50494
N 1.10786 0.76403 -0.56284
C 1.03182 -0.55573 0.06446
N -0.12969 -1.38531 -0.12773
H 0.59353 1.41110 0.02928
H 0.51784 0.74932 -1.38806
H 1.15540 -0.41459 1.14207
H 1.92998 -1.13368 -0.20573
H -0.38139 -1.38235 -1.11204
H -0.89795 -0.93460 0.38444

2:
This record from the OMol25 dataset describes 2 unconnected molecules or ions with the total composition CH7N2S. The level of theory is the ωB97M-V functional and the def2-TZVPD basis.

Output
Gap between HOMO and LUMO = 6.915 eV
Total charge = -1
HOMO = -0.1007 Ha

Element x y z (Å)
S 2.54620 -1.01214 -1.52300
H 2.43468 -1.02278 -0.18673
N -0.15534 0.89704 -0.74263
C -0.71421 0.70194 0.56169
N -0.83967 -0.72669 1.03441
H -0.88787 1.01761 -1.43863
H 0.42687 0.12954 -1.09039
H -1.70842 1.15334 0.61320
H -0.10683 1.16126 1.34834
H 0.11439 -1.03207 1.20867
H -1.10982 -1.26705 0.21506

The structure with the least stability is 2.